The following is a quantum chemistry calculation of a 5-piece molecular cluster, C22H46F3N5O17PS5 overall, from the OMol25 dataset.

Its energy is -5050.45251 a.u. The HOMO-LUMO gap is 5.553 eV. As for the total charge: -1.

XYZ file:
```
99
C22H46F3N5O17PS5 wB97M-V/def2-TZVPD
N 2.95439 6.31524 -0.82530
C 3.83382 5.29245 -0.21843
C 3.91153 4.02313 -1.10288
C 3.37099 2.78179 -0.34804
P 1.45861 2.58373 -0.51260
N 1.70779 2.40805 -2.31620
C 1.16198 2.86011 1.37360
N 2.08375 2.07516 2.26056
C 1.43843 0.67598 -0.31879
C 0.40351 0.02332 0.63068
C 1.01753 -0.79914 1.79319
C 0.12946 -0.71619 3.05081
C -0.84510 -1.86992 3.20119
C -2.10285 -1.85708 2.32676
C -2.92362 -0.56146 2.37280
S -4.67885 -0.97206 2.72395
C -5.63893 -0.10347 1.57373
N -6.41664 -0.58711 0.70738
N -7.00754 0.46713 0.03830
C -6.50682 1.52404 0.54005
O -5.65757 1.27882 1.51614
C -0.48768 2.70894 -0.92313
F -0.65028 3.52569 -2.03008
F -1.15589 1.56985 -1.28704
F -1.24205 3.37351 0.00636
H 1.99522 5.97811 -0.84110
H 2.97456 7.16956 -0.27532
H 3.47020 5.05287 0.78603
H 4.81086 5.77103 -0.14852
H 4.96690 3.89474 -1.35169
H 3.33132 4.26100 -1.99217
H 3.91675 1.89814 -0.68637
H 3.72567 2.95333 0.67110
H 1.40362 4.03601 -0.63426
H 1.05853 1.76026 -2.75121
H 2.63550 2.05418 -2.52605
H 0.16649 2.59267 1.72993
H 1.35956 3.91540 1.57204
H 2.84508 2.65160 2.59365
H 1.58460 1.68560 3.04974
H 1.42047 0.13372 -1.25063
H 2.41167 0.42661 0.10391
H -0.14486 -0.71692 0.03551
H -0.37662 0.69283 0.99598
H 1.01656 -1.84837 1.50044
H 2.03379 -0.47656 1.98946
H 0.79355 -0.76804 3.91771
H -0.36223 0.25299 3.13028
H -0.33016 -2.80510 2.97706
H -1.19091 -1.96620 4.23365
H -1.92157 -2.11317 1.28468
H -2.74327 -2.65130 2.71487
H -2.89731 -0.07115 1.40385
H -2.56329 0.16313 3.09572
H -6.77997 2.49468 0.17352
C 1.83254 -0.55591 8.52379
C 0.54539 -0.73745 7.74613
O 0.33887 0.52465 7.10584
S 1.75744 1.18243 6.73431
O 2.05986 0.88690 5.38587
O 1.78250 2.50115 7.24655
O 2.66213 0.23523 7.66861
H 1.66437 -0.00373 9.45148
H 2.32264 -1.50051 8.74592
H -0.30102 -0.97468 8.38513
H 0.64760 -1.50424 6.97413
C 2.59886 -4.74007 -2.11651
C 1.31994 -4.06043 -1.69150
O 1.75142 -2.93732 -0.91269
S 3.14820 -2.39065 -1.48729
O 2.90966 -1.31433 -2.37069
O 4.07256 -2.31015 -0.41821
O 3.51230 -3.67331 -2.39654
H 3.01577 -5.34406 -1.30571
H 2.46220 -5.35702 -2.99476
H 0.67906 -4.70709 -1.09860
H 0.76199 -3.68753 -2.55213
C -0.10679 -6.68213 -7.12523
C 1.36284 -7.04816 -7.13460
O 1.80213 -6.78002 -5.79667
S 0.60653 -7.07183 -4.77054
O 0.77509 -8.36676 -4.22418
O 0.43850 -5.92433 -3.95411
O -0.57927 -7.12445 -5.84511
H -0.25139 -5.60212 -7.19221
H -0.66511 -7.17395 -7.91721
H 1.93854 -6.45791 -7.84190
H 1.51025 -8.11110 -7.33882
C -4.38021 4.07231 -3.12791
C -4.17117 2.67627 -2.58820
O -5.49020 2.09560 -2.58661
S -6.33335 2.67841 -3.81165
O -6.28226 1.76886 -4.89767
O -7.56689 3.16914 -3.31076
O -5.37633 3.91651 -4.15408
H -4.77755 4.74349 -2.36312
H -3.47241 4.49501 -3.54796
H -3.75712 2.67141 -1.58458
H -3.53679 2.08176 -3.24479
```

Atomic partial charges in e from the Löwdin method, atoms 1 to 8: N -0.037; C -0.304; C -0.259; C -0.298; P 0.613; N -0.159; C -0.335; N -0.027